No. 1
ORCA calculation (ωB97M-V/def2-TZVPD) on a cluster of 8 separate species, C24H71O31P7S in total.

Properties
Energy (hartree): -6077.61219
Frontier orbital gap (eV): 10.65
LUMO level (eV): 0.0
Structure (SMILES): CCOS(C)(=O)=O.COP(=O)(OC)OC.COP(=O)(OC)OC.COP(=O)(OC)OC.COP(=O)(OC)OC.COP(=O)(OC)OC.COP(=O)(OC)OC.COP(=O)(OC)OC

Last column: Löwdin charge in e.
CARTESIAN COORDINATES (ANGSTROEM)
O -6.7364 6.4070 -1.2408  -0.310
S -5.2960 6.6839 -1.4112  0.753
O -4.8028 7.8613 -2.1878  -0.339
O -4.6122 6.8027 0.1368  -0.283
C -3.8938 7.9753 0.4094  -0.312
C -3.6733 7.8135 1.9206  -0.069
C -4.3099 5.1776 -2.0857  -0.085
H -4.3380 8.9326 0.1367  0.121
H -2.9113 7.9339 -0.0608  0.116
H -3.1596 8.7069 2.2756  0.079
H -3.1511 6.8844 2.1489  0.078
H -4.6365 7.7180 2.4219  0.078
H -4.4477 4.9666 -3.1462  0.063
H -4.4907 4.3144 -1.4451  0.057
H -3.2573 5.4369 -1.9714  0.054
C 6.0226 -7.1137 9.7308  -0.133
O 5.1693 -6.7399 8.7016  -0.229
P 4.9159 -5.1574 8.3135  0.480
O 5.2989 -4.1889 9.3772  -0.238
O 5.7227 -4.9948 6.9426  -0.195
C 5.3938 -5.7455 5.8584  -0.161
O 3.3898 -5.0960 7.8135  -0.209
C 2.7230 -3.8816 8.0059  -0.125
H 6.4481 -8.0677 9.4198  0.091
H 5.4776 -7.2859 10.6589  0.090
H 6.7875 -6.3596 9.9160  0.088
H 4.5244 -5.3992 5.2995  0.089
H 5.0143 -6.7207 6.1634  0.084
H 6.2628 -5.8523 5.2091  0.099
H 1.7111 -4.1834 8.2762  0.092
H 2.5537 -3.4501 7.0193  0.087
H 3.1572 -3.1038 8.6341  0.091
C 7.1353 4.7856 -2.2976  -0.106
O 8.2098 4.2381 -1.5390  -0.225
P 9.5836 5.1225 -1.3343  0.462
O 10.7018 4.4050 -0.6255  -0.251
O 9.9892 5.5830 -2.8207  -0.229
C 10.3559 4.6075 -3.8133  -0.095
O 9.1347 6.4990 -0.6623  -0.208
C 10.0187 7.3676 -0.0953  -0.145
H 6.8871 4.2745 -3.2278  0.088
H 7.4705 5.7937 -2.5414  0.077
H 6.2488 4.7581 -1.6639  0.091
H 11.3489 4.7383 -4.2434  0.089
H 9.6870 4.6449 -4.6732  0.083
H 10.2761 3.5751 -3.4730  0.088
H 10.6355 6.9300 0.6897  0.091
H 9.5073 8.1787 0.4231  0.094
H 10.7122 7.7222 -0.8578  0.096
C 2.1165 4.6383 7.5725  -0.114
O 2.5526 3.8429 6.4837  -0.245
P 3.7418 4.4750 5.5253  0.525
O 5.0285 4.8102 6.2495  -0.259
O 2.9165 5.7136 4.8856  -0.214
C 3.3926 6.3402 3.7253  -0.124
O 3.8803 3.4006 4.2918  -0.212
C 4.6610 2.2950 4.5179  -0.162
H 2.8955 5.3021 7.9476  0.088
H 1.8800 3.8898 8.3287  0.090
H 1.2189 5.1277 7.1943  0.090
H 2.5432 6.6005 3.0937  0.088
H 4.0780 5.7173 3.1506  0.086
H 3.8541 7.3111 3.9053  0.090
H 5.0005 2.1855 5.5479  0.088
H 5.6161 2.3077 3.9928  0.091
H 4.1578 1.3968 4.1600  0.094
C -7.4631 -11.5299 -2.7160  -0.101
O -6.3421 -10.6428 -2.6881  -0.227
P -6.5549 -9.0294 -2.6566  0.438
O -7.5440 -8.4569 -1.7066  -0.247
O -6.8790 -8.7589 -4.2202  -0.213
C -7.2317 -7.4805 -4.6209  -0.147
O -5.0603 -8.4484 -2.4924  -0.234
C -4.4180 -8.4111 -1.1632  -0.057
H -8.2651 -11.2199 -2.0461  0.084
H -7.1776 -12.5423 -2.4301  0.088
H -7.8847 -11.5211 -3.7211  0.086
H -8.2668 -7.4186 -4.9568  0.096
H -6.4733 -7.2077 -5.3548  0.091
H -7.0807 -6.6635 -3.9154  0.086
H -4.7244 -7.4841 -0.6785  0.087
H -3.3391 -8.5209 -1.2734  0.087
H -4.7931 -9.2294 -0.5486  0.082
C -6.9769 -0.1605 7.2480  -0.125
O -8.3579 -0.4309 7.1295  -0.215
P -9.1081 -0.2924 5.6792  0.429
O -10.5540 -0.2698 5.7691  -0.210
O -8.4257 1.0011 5.0274  -0.266
C -8.6726 2.3318 5.4626  -0.081
O -8.4253 -1.5067 4.8185  -0.215
C -8.3237 -1.4351 3.3944  -0.104
H -6.4619 -1.0711 7.5542  0.093
H -6.7957 0.6539 7.9494  0.088
H -6.5543 0.2169 6.3168  0.080
H -7.9904 2.7374 6.2097  0.088
H -9.6896 2.4096 5.8470  0.092
H -8.5504 2.8322 4.5020  0.096
H -7.2992 -1.5903 3.0560  0.089
H -8.6569 -0.4405 3.0982  0.074
H -8.9797 -2.0897 2.8206  0.088
C -0.4374 0.0143 0.5138  -0.092
O 0.6576 0.0266 -0.4675  -0.227
P 0.7698 -1.3256 -1.3778  0.450
O 0.9529 -2.5368 -0.5268  -0.250
O -0.5960 -1.1953 -2.1918  -0.223
C -1.0519 -2.1430 -3.1415  -0.100
O 1.9107 -1.0215 -2.5137  -0.224
C 3.0980 -1.7934 -2.6173  -0.109
H -0.1239 -0.0011 1.5577  0.085
H -1.1301 -0.8215 0.4156  0.078
H -1.0237 0.9238 0.3832  0.083
H -2.0711 -2.5277 -3.1045  0.088
H -0.4898 -3.0732 -3.0576  0.084
H -0.8927 -1.7162 -4.1317  0.091
H 3.6479 -1.7512 -1.6772  0.092
H 3.7388 -1.4678 -3.4367  0.087
H 2.8370 -2.8173 -2.8850  0.086
C 2.1353 -1.2218 -13.5855  -0.106
O 1.7533 -0.8952 -12.2576  -0.223
P 0.4829 0.0571 -11.9150  0.408
O 0.2513 1.1872 -12.8156  -0.234
O -0.7821 -0.9644 -11.7503  -0.218
C -1.5966 -1.5000 -12.7525  -0.130
O 0.7490 0.4453 -10.4200  -0.206
C 0.3693 1.7381 -9.9009  -0.072
H 1.5821 -0.6948 -14.3630  0.086
H 1.9971 -2.2980 -13.6887  0.087
H 3.1921 -0.9735 -13.6836  0.089
H -1.3633 -2.5092 -13.0919  0.084
H -1.5509 -0.9477 -13.6911  0.085
H -2.6266 -1.4799 -12.3962  0.089
H -0.2069 1.4971 -9.0076  0.086
H -0.3462 2.2152 -10.5707  0.083
H 1.1917 2.3882 -9.6023  0.092

***

No. 2
ORCA calculation (ωB97M-V/def2-TZVPD) on a cluster of 9 separate species, C41H106N6O13 in total.

Properties
Energy (hartree): -2932.06875
Frontier orbital gap (eV): 8.90
LUMO level (eV): 0.5
Structure (SMILES): COC[C@H](C)N.COC[C@H](C)N.COCCNCCOC.COCCNCCOC.COCCNCCOC.COCCNCCOC.CC(C)O.CC(C)O.CC(C)O

Last column: Löwdin charge in e.
CARTESIAN COORDINATES (ANGSTROEM)
C -1.5252 -5.7980 -4.0578  -0.074
C -1.5454 -4.3147 -4.1185  -0.502
C -0.4452 -3.7069 -3.2864  -0.047
O -1.2763 -3.9901 -5.4913  -0.075
H -0.5475 -6.2566 -4.2064  0.085
H -2.2020 -6.3083 -4.7431  0.083
H -1.7880 -6.1143 -3.0483  0.081
H -2.5451 -3.9616 -3.8657  0.123
H -0.5909 -2.6268 -3.2767  0.058
H 0.5299 -3.9985 -3.6767  0.091
H -0.5522 -4.0119 -2.2455  0.080
H -1.2427 -3.0390 -5.6169  0.015
C -3.2890 2.1919 -0.0920  -0.059
C -2.2087 3.1821 -0.3356  -0.484
C -2.7773 4.6032 -0.0738  -0.033
O -1.0837 3.0111 0.5034  -0.073
H -2.9201 1.1740 -0.2182  0.058
H -4.1869 2.3050 -0.6994  0.090
H -3.6961 2.2072 0.9190  0.091
H -1.8045 3.0575 -1.3401  0.124
H -3.5333 4.8006 -0.8339  0.080
H -1.9582 5.3215 -0.1070  0.077
H -3.2782 4.6757 0.8916  0.073
H -0.8020 2.1182 0.2914  0.050
C 4.8707 -2.6461 1.3291  -0.041
C 3.7244 -3.7447 1.3983  -0.496
C 4.1941 -5.0956 1.9138  -0.063
O 2.7368 -3.2422 2.2454  -0.076
H 4.5869 -1.6703 0.9350  0.053
H 5.6934 -3.0330 0.7278  0.062
H 5.3461 -2.5811 2.3078  0.070
H 3.3463 -3.9028 0.3883  0.121
H 3.3170 -5.7427 1.9099  0.078
H 4.5678 -5.0120 2.9344  0.076
H 5.0744 -5.5166 1.4281  0.076
H 2.4911 -2.3522 1.9826  0.007
C -0.6662 -0.1421 2.1252  -0.047
C 0.3325 -0.9436 1.3543  -0.368
C 0.1432 -0.9803 -0.1708  -0.142
O 0.1443 0.3595 -0.7226  -0.178
C -0.1874 0.2826 -2.0535  -0.124
N 1.7256 -0.6448 1.8615  0.074
H -0.7039 -0.4525 3.1694  0.049
H -1.6272 -0.4449 1.7095  0.084
H -0.5260 0.9362 2.0495  0.075
H 0.2555 -1.9768 1.6928  0.112
H -0.7218 -1.5985 -0.4108  0.124
H 1.0400 -1.4750 -0.5437  0.125
H -0.3257 1.2808 -2.4689  0.083
H -1.1317 -0.2466 -2.1813  0.075
H 0.5569 -0.2031 -2.6846  0.081
H 1.9629 0.3160 1.6600  0.036
H 1.6718 -0.4567 2.8523  0.045
C 0.1873 -0.9425 7.2795  -0.051
C 0.9064 0.3827 7.0915  -0.428
C 1.1231 0.7784 5.5853  -0.221
O 1.7388 -0.1602 4.7903  -0.216
C 3.0816 -0.4474 5.2115  -0.063
N 0.3336 1.4794 7.8870  0.038
H -0.8246 -0.8325 6.8894  0.068
H 0.0607 -1.1676 8.3384  0.076
H 0.7030 -1.7383 6.7421  0.078
H 1.8994 0.2965 7.5328  0.120
H 1.6569 1.7272 5.6391  0.118
H 0.1719 0.9683 5.0881  0.123
H 3.6756 -1.0199 4.4991  0.089
H 3.1916 -0.9225 6.1863  0.082
H 3.5641 0.5174 5.3681  0.091
H 0.1907 1.0666 8.7977  0.062
H -0.6202 1.6686 7.6142  0.065
C 0.8340 3.9111 -2.5362  -0.040
O -0.0292 3.6126 -3.7046  -0.224
C 0.6017 3.1085 -4.8542  -0.221
C 1.4845 4.1737 -5.6006  -0.163
N 2.0276 3.7289 -6.9212  -0.048
C 2.5488 2.4008 -6.9157  -0.246
C 3.0159 1.8993 -8.2763  -0.233
O 4.2475 2.4314 -8.6988  -0.178
C 4.6343 1.9091 -9.9456  -0.121
H 1.3542 4.8021 -2.8878  0.084
H 1.4424 3.0511 -2.2563  0.068
H 0.2276 4.1149 -1.6536  0.071
H -0.2447 2.7488 -5.4394  0.125
H 1.2203 2.2802 -4.5086  0.101
H 2.2754 4.4396 -4.8992  0.098
H 1.0533 5.1591 -5.7771  0.115
H 2.8671 4.2750 -7.0522  0.107
H 1.8323 1.6798 -6.5221  0.090
H 3.4072 2.2806 -6.2547  0.126
H 2.2041 2.0473 -8.9885  0.126
H 3.2073 0.8302 -8.1839  0.108
H 3.8732 2.0659 -10.7099  0.089
H 4.8300 0.8397 -9.8671  0.081
H 5.6137 2.2769 -10.2514  0.088
C -4.0393 -2.5063 8.2368  -0.104
O -3.8170 -2.0544 6.9153  -0.220
C -4.1415 -3.0517 5.9341  -0.197
C -3.8873 -2.3925 4.5250  -0.154
N -2.5099 -1.8293 4.4347  -0.038
C -1.4578 -2.8793 4.3378  -0.192
C -1.5629 -3.8109 3.1399  -0.185
O -2.5375 -4.8649 3.2628  -0.188
C -2.2382 -5.9121 4.1239  -0.135
H -3.6497 -3.5096 8.4091  0.084
H -5.1211 -2.6016 8.3304  0.085
H -3.6420 -1.7993 8.9651  0.090
H -5.1613 -3.4312 5.9975  0.119
H -3.5287 -3.9151 6.1928  0.093
H -4.6630 -1.6268 4.5313  0.109
H -4.0933 -3.0661 3.6932  0.107
H -2.4053 -1.6341 5.4201  0.051
H -1.3968 -3.3162 5.3346  0.115
H -0.5252 -2.3303 4.2068  0.098
H -0.5893 -4.1905 2.8298  0.118
H -1.7807 -3.2476 2.2325  0.117
H -2.6575 -6.8604 3.7875  0.087
H -2.6704 -5.7535 5.1119  0.065
H -1.1888 -6.0707 4.3727  0.092
C 2.5189 -0.9233 -4.9355  -0.096
O 1.2213 -0.5170 -5.3484  -0.207
C 0.8069 -1.1925 -6.4886  -0.239
C -0.6017 -0.6535 -6.8864  -0.153
N -1.5495 -1.1160 -5.8512  -0.072
C -2.8693 -0.5565 -5.9643  -0.200
C -3.7507 -1.0019 -4.8093  -0.189
O -3.3913 -0.3515 -3.5560  -0.187
C -4.1504 -0.8609 -2.5011  -0.130
H 3.2564 -0.9916 -5.7352  0.088
H 2.4777 -1.8759 -4.4072  0.085
H 2.9438 -0.1931 -4.2468  0.083
H 0.7895 -2.2783 -6.3945  0.123
H 1.4013 -0.9716 -7.3752  0.111
H -0.7812 -1.2782 -7.7614  0.120
H -0.6281 0.4096 -7.1257  0.116
H -1.1446 -0.9460 -4.9417  0.098
H -3.3141 -0.7908 -6.9315  0.129
H -2.8521 0.5325 -5.9213  0.119
H -3.7725 -2.0898 -4.7448  0.113
H -4.7730 -0.7310 -5.0728  0.118
H -5.2096 -0.6734 -2.6769  0.091
H -3.8790 -0.3900 -1.5562  0.066
H -3.9679 -1.9171 -2.3031  0.085
C -2.3352 5.7116 5.3265  -0.119
O -1.4255 6.5801 4.6886  -0.182
C -0.9601 6.0681 3.4734  -0.216
C 0.0490 4.8709 3.6100  -0.192
N 0.7170 4.5338 2.3303  -0.066
C 1.8844 3.6233 2.5980  -0.147
C 2.7208 3.2484 1.2986  -0.156
O 2.7751 1.8317 1.0634  -0.251
C 3.5220 1.4686 -0.1069  -0.080
H -3.2936 5.5595 4.8299  0.082
H -2.4910 6.1469 6.3136  0.092
H -2.0041 4.6746 5.3813  0.073
H -0.4120 6.8698 2.9785  0.123
H -1.8484 5.7582 2.9231  0.105
H -0.4458 3.9551 3.9335  0.101
H 0.7821 5.2361 4.3293  0.119
H 0.0500 4.1202 1.6944  0.056
H 1.5046 2.6856 3.0038  0.097
H 2.5370 4.1605 3.2862  0.108
H 3.7310 3.6497 1.3801  0.114
H 2.2176 3.6812 0.4341  0.107
H 3.5316 0.3911 -0.2711  0.082
H 4.4756 1.9943 -0.1573  0.087
H 3.0099 1.8789 -0.9773  0.062

***

no.,M (g/mol)
1,1104.69
2,891.33